Formula: C48H121N7O16
Source: the OMol25 dataset
Level of theory: ωB97M-V/def2-TZVPD

```
192
Properties=species:S:1:pos:R:3:forces:R:3:lowdin_charge:R:1
O -24.08474 15.40222 4.64994 -0.450 1.196 -0.600 -0.199
O -23.82357 20.69393 -0.71117 0.462 -2.476 0.102 -0.183
O -28.48676 17.72237 -3.31081 0.469 -0.450 -0.870 -0.195
O -23.39107 13.18627 0.86568 1.577 0.440 -0.251 -0.138
O -28.60415 13.11517 4.28373 -0.450 0.148 -0.756 -0.120
O -20.34338 7.64539 3.75057 -0.901 1.632 0.314 -0.205
O -31.24983 13.59649 0.46237 0.331 0.168 -0.241 -0.213
O -21.72221 17.76990 -3.82434 0.704 0.993 -0.379 -0.197
O -25.99550 13.73586 0.65404 -0.665 -0.052 0.448 -0.127
O -28.80341 19.21308 0.82598 0.587 0.142 0.864 -0.030
O -23.72983 14.42799 -4.61362 0.809 -0.185 -0.038 -0.169
O -25.85242 8.70192 0.83407 -1.325 0.195 1.927 -0.235
O -33.62234 22.08822 -2.87915 -0.383 -0.631 -0.033 -0.197
O -23.51174 8.98635 -4.29409 -0.761 0.260 -0.120 -0.179
O -31.85866 15.89372 -4.52745 1.059 0.351 -1.059 -0.219
O -26.35957 19.15196 7.00861 1.268 -0.879 -0.677 -0.228
N -31.57845 19.87370 -3.18404 -0.511 0.696 0.186 -0.060
N -23.54115 17.59322 6.56559 -0.494 0.520 -0.573 -0.069
N -22.19010 18.26637 -0.30289 -1.444 -0.443 0.525 -0.051
N -24.86690 11.79447 -3.67619 0.210 -0.267 0.599 -0.043
N -29.16739 19.40558 2.19032 -1.082 1.413 -0.374 -0.094
N -30.56510 15.02092 -2.08214 0.766 1.251 0.195 -0.072
N -23.29447 9.16163 1.88663 0.227 0.625 -0.839 -0.054
C -24.97442 19.45062 7.09613 -1.401 2.253 -1.481 -0.223
C -26.78789 18.11589 7.87394 -0.901 1.737 0.162 -0.098
C -29.86501 21.79918 1.55090 1.933 -1.175 0.462 -0.023
C -31.96602 14.81923 -2.28324 -0.133 0.195 0.418 -0.203
C -27.77518 21.33257 3.02356 -0.129 -0.163 -0.622 -0.022
C -31.56524 13.64615 1.89345 0.796 0.497 -1.364 -0.080
C -20.83175 18.21623 -4.82504 -0.450 -1.518 -1.325 -0.119
C -22.30636 17.60696 -1.61803 1.811 0.013 1.346 -0.204
C -27.68582 17.05506 -2.30394 -0.784 0.317 -1.252 -0.077
C -24.26895 11.24333 -4.88388 0.849 -0.434 -0.269 -0.173
C -29.86175 13.73244 -0.03407 -1.112 0.074 -0.409 -0.150
C -24.71067 21.73394 -0.80647 -1.382 1.285 1.362 -0.160
C -21.69402 18.54958 -2.63772 -0.940 -1.698 -0.513 -0.202
C -28.60352 12.49813 2.98205 0.651 -0.649 0.670 -0.153
C -22.37926 14.56816 -4.91561 1.063 -0.233 -1.339 -0.129
C -29.11975 18.24879 3.05719 0.047 -2.396 -0.695 -0.486
C -24.00211 12.61720 -2.85843 0.323 2.430 -0.878 -0.182
C -31.79468 14.74293 -5.35911 -0.874 -0.577 0.963 -0.089
C -29.21340 20.84266 2.61618 0.429 0.219 0.011 -0.466
C -22.16590 13.44213 0.12627 -0.836 -0.748 -1.097 -0.088
C -29.81063 13.88867 -1.59891 -0.982 -0.268 0.058 -0.192
C -29.78012 19.86202 4.87237 0.249 0.809 0.312 -0.174
C -26.40758 14.82181 -0.13038 -0.296 0.366 0.545 -0.161
C -22.46801 8.09569 -4.34081 1.409 -1.212 1.394 -0.165
C -30.06235 21.03982 3.86654 0.704 -2.007 1.592 -0.132
C -23.64553 9.17668 0.43720 -2.219 1.028 -0.509 -0.159
C -27.25345 9.01319 1.11661 0.932 -0.843 -2.264 -0.050
C -30.55215 19.06963 -3.83620 -1.360 -1.980 -0.024 -0.196
C -32.25031 22.37134 -2.71603 -0.457 -0.163 0.503 -0.207
C -29.64608 16.99894 2.22374 0.097 1.784 0.462 -0.014
C -32.54944 15.82045 -3.30106 0.316 -0.484 0.120 -0.192
C -22.01815 8.53101 2.14499 1.266 -1.145 -0.166 -0.244
C -34.52054 22.92020 -2.16365 0.286 -0.524 0.158 -0.111
C -27.70026 17.77771 3.55263 -0.926 2.880 1.030 -0.015
C -22.57457 16.96529 5.70805 -0.551 -0.919 -1.107 -0.209
C -24.10370 18.84085 5.98232 0.566 -0.716 2.459 -0.163
C -19.49147 8.04779 4.86211 -0.443 -0.232 -0.884 -0.098
C -29.51332 18.58613 -2.82985 1.413 0.088 0.972 -0.207
C -23.09857 10.19806 -4.89226 -1.805 0.423 0.838 -0.210
C -25.15232 9.79394 0.31843 2.902 -1.760 1.201 -0.205
C -31.29226 21.28365 -3.27000 0.614 1.380 0.125 -0.207
C -30.06778 18.52519 4.22269 0.243 0.417 0.062 -0.143
C -23.99789 14.17312 -3.26615 -1.510 -1.457 -0.119 -0.202
C -24.45724 19.38514 -0.42386 0.425 0.590 -0.316 -0.166
C -23.48843 18.46643 0.32451 0.071 0.967 0.155 -0.217
C -21.68080 8.26764 3.62177 0.672 0.132 0.129 -0.185
C -23.06407 16.38226 4.34623 -0.049 -0.892 -0.072 -0.199
C -24.85137 14.88531 3.54545 0.526 -1.193 0.630 -0.086
H -32.10368 23.33997 -3.19389 0.692 0.044 -0.356 0.118
H -27.57018 8.68096 0.12797 -1.636 0.519 0.094 0.088
H -31.17711 18.23406 -4.15141 0.584 -0.697 -0.067 0.093
H -19.83740 17.77110 -4.78975 0.551 0.558 1.087 0.084
H -32.45296 16.83415 -2.91220 0.131 -0.009 0.305 0.112
H -31.14253 21.02037 3.72191 -0.003 0.260 -0.455 0.115
H -27.37658 18.64211 4.13242 0.591 0.305 -0.008 0.038
H -24.31573 12.65810 -1.81532 -0.033 -0.526 0.075 0.097
H -25.05893 13.56023 0.53749 0.425 0.037 0.001 0.007
H -21.77722 17.69879 5.58838 0.351 -0.410 -0.267 0.117
H -23.32713 17.05537 3.53025 -0.611 0.418 0.262 0.100
H -23.66412 8.15478 0.05840 -0.180 -0.148 -0.184 0.106
H -30.18744 12.96726 -2.04288 -0.383 -0.420 -0.080 0.105
H -28.27154 13.18280 2.20159 -0.037 0.140 0.381 0.061
H -30.33641 19.98109 5.80213 -0.523 0.064 -0.139 0.107
H -29.71294 22.80167 1.95090 -0.533 0.066 -0.022 0.081
H -22.95785 12.31560 -2.93989 0.306 -0.275 0.349 0.104
H -23.29775 19.56438 5.85968 0.227 -0.159 -0.410 0.115
H -26.91980 16.45325 -2.79296 -0.043 0.227 -0.531 0.077
H -29.72964 21.98219 4.30165 -0.408 0.071 0.086 0.114
H -24.24293 22.71848 -0.80677 0.701 -0.242 -0.994 0.089
H -22.51514 13.61452 -0.89177 0.075 0.375 0.089 0.042
H -21.70191 14.68124 -4.06914 -0.321 0.796 0.260 0.093
H -23.80766 12.08145 -5.40626 -0.496 0.139 -0.379 0.102
H -30.04071 16.19261 2.84197 0.349 0.077 0.157 0.072
H -22.24845 16.01493 6.13060 0.499 0.401 0.781 0.113
H -21.73494 19.16769 -0.32621 0.109 -0.003 -0.494 0.097
H -31.48946 14.91439 -6.39136 -0.055 0.815 0.236 0.087
H -21.90568 7.61531 1.56452 -0.047 -0.476 -0.064 0.112
H -30.37816 21.42654 -2.69372 0.195 0.205 0.041 0.109
H -32.48027 14.23283 1.97483 0.106 0.103 0.021 0.084
H -31.01295 21.58395 -4.27990 -0.129 -0.073 -0.493 0.108
H -32.44398 19.69133 -3.67158 -0.188 0.037 0.164 0.108
H -23.15433 12.92573 1.75881 -0.100 -0.101 0.193 0.085
H -21.56933 12.53823 0.00308 0.097 -0.152 0.519 0.082
H -23.35583 14.72079 -2.57628 0.309 0.140 -0.066 0.089
H -22.91546 9.95272 -5.93839 0.516 0.505 -0.208 0.122
H -29.91817 18.06728 -1.96095 -0.977 0.053 -0.081 0.108
H -24.60656 15.20546 2.53269 0.038 0.817 0.227 0.069
H -32.42685 14.99367 -1.31098 -0.651 -0.203 -0.129 0.111
H -26.00600 17.59047 8.42229 0.098 -0.370 -0.565 0.087
H -24.77335 18.87686 -1.33481 0.024 0.373 -0.486 0.106
H -27.42432 10.07999 1.26091 0.040 -0.094 0.225 0.068
H -23.10768 9.75235 -0.31608 1.097 0.318 0.859 0.100
H -25.48295 10.08615 -0.67826 0.137 -0.047 -0.235 0.109
H -32.79524 14.31053 -5.35593 -0.151 -0.321 -0.324 0.086
H -18.88233 8.93824 4.70674 0.051 0.138 -0.861 0.071
H -27.37631 20.76345 3.86326 -0.177 -0.115 -0.034 0.061
H -29.37758 12.80825 0.28145 0.668 0.327 -0.087 0.105
H -32.01080 13.75235 -2.50201 -1.182 -0.181 -0.526 0.109
H -27.49361 17.54954 7.26624 0.083 -0.618 0.639 0.084
H -21.16730 9.13275 1.82549 -0.188 0.440 -0.274 0.118
H -24.63136 13.81855 3.50409 0.106 -0.330 0.024 0.074
H -27.14471 17.77681 -1.69208 -0.396 -0.014 0.544 0.081
H -29.97020 17.72168 4.95273 -0.152 -0.107 -0.013 0.120
H -27.06811 21.21135 2.20291 -0.038 -0.079 -0.187 0.068
H -27.77604 17.08328 4.38937 0.168 -0.998 -0.831 0.085
H -35.51886 22.53410 -2.36950 0.031 0.354 -0.288 0.088
H -25.25275 11.07846 -3.07741 -0.115 -0.271 -0.246 0.093
H -26.97513 17.70115 2.74243 -0.146 -0.811 0.141 0.083
H -21.67069 8.42053 -3.67233 0.526 0.510 -0.031 0.082
H -27.37934 15.15934 0.22998 -0.557 -0.749 -0.479 0.053
H -27.73175 22.37909 3.32523 -0.275 0.146 -0.090 0.078
H -22.23217 10.57549 -4.34912 0.386 0.090 -0.241 0.112
H -21.90195 13.74305 -5.44426 -0.499 -1.054 -0.019 0.072
H -21.52113 14.27241 0.41437 -0.424 0.092 0.577 0.085
H -22.29577 15.31828 -5.70202 0.159 0.708 0.573 0.086
H -22.00020 7.90894 -5.30745 -0.353 0.144 -0.411 0.089
H -23.99802 8.54726 2.27090 -0.349 0.064 0.197 0.101
H -22.30717 19.44760 -2.71327 -0.032 0.214 -0.171 0.124
H -27.27890 18.77115 8.59342 -0.817 -1.050 0.794 0.086
H -29.55604 12.04161 2.71300 -0.220 0.306 0.031 0.064
H -31.76401 12.67298 2.34239 0.154 -0.293 -0.353 0.073
H -30.18751 15.55426 -2.85225 0.535 -0.371 -0.060 0.096
H -20.83542 19.27998 -5.06278 -0.008 0.062 0.382 0.092
H -18.82430 7.18915 4.93780 -0.033 0.176 0.554 0.083
H -25.05423 20.52362 6.92179 0.604 0.368 -0.356 0.111
H -26.37324 14.53851 -1.18236 -0.293 0.469 -0.163 0.069
H -32.02574 22.55079 -1.66462 -0.099 -0.235 0.399 0.107
H -23.36249 18.94711 1.29466 0.288 -0.264 0.266 0.112
H -22.35506 7.63343 4.19733 -0.334 -0.102 -0.337 0.117
H -34.40795 22.84743 -1.08193 0.379 -0.238 0.260 0.080
H -31.11803 13.97814 -4.97787 0.180 -0.011 0.310 0.080
H -20.67267 18.82715 -2.37713 0.130 -0.059 0.200 0.129
H -24.61875 18.63384 5.04425 -0.332 0.465 0.009 0.113
H -19.99586 8.32306 5.78835 -0.527 -0.759 0.089 0.078
H -28.32303 16.31599 -1.81832 0.004 0.410 0.835 0.056
H -30.21948 19.43935 -4.80612 0.774 0.584 0.240 0.125
H -27.89541 11.67282 3.05652 0.266 -0.091 -0.463 0.069
H -33.61754 15.69136 -3.47600 -0.198 -0.491 0.053 0.120
H -25.06903 10.78148 -5.46237 -0.017 0.268 -0.202 0.119
H -25.13946 10.63512 1.01150 -0.335 0.309 -0.101 0.105
H -28.94038 12.43515 4.87206 0.018 0.119 0.246 0.070
H -30.90287 21.52383 1.36348 0.106 0.199 -0.069 0.083
H -24.99872 14.60374 -3.23419 -0.301 -0.368 0.877 0.108
H -30.46180 17.39647 1.61986 -0.076 -0.431 -0.336 0.084
H -34.40175 23.97976 -2.39021 -0.130 0.109 -0.442 0.084
H -25.22594 21.88085 0.14274 -0.612 -0.500 0.436 0.070
H -29.00840 19.45343 -2.40447 0.078 0.490 0.128 0.110
H -23.23252 17.09168 -1.87261 -0.909 1.342 -0.080 0.111
H -24.63079 19.45041 8.13055 0.492 -0.968 -0.078 0.125
H -29.41171 14.67212 0.28619 0.016 -0.218 0.853 0.083
H -28.82458 13.96694 -2.05681 0.483 0.033 0.909 0.111
H -30.75356 14.11836 2.44687 -0.090 0.100 0.058 0.053
H -24.34235 16.98786 6.67385 -0.003 -0.464 0.119 0.094
H -25.35656 19.51430 0.17834 -0.079 0.278 0.156 0.111
H -22.69246 7.14217 -3.86277 -0.775 -0.113 -0.401 0.089
H -22.25402 15.79055 3.91983 0.607 0.155 0.001 0.108
H -25.92100 14.89386 3.75499 0.007 0.648 -0.045 0.080
H -28.78346 16.70328 1.62661 -0.456 -0.395 -0.270 0.059
H -21.14076 17.66068 -5.71046 -0.575 0.428 -0.415 0.073
H -23.95136 17.49063 0.47151 -0.225 -0.005 0.071 0.102
H -28.76230 19.85973 5.26242 0.329 0.218 -0.313 0.088
H -31.09387 18.59320 3.86128 -0.139 -0.458 -0.192 0.123
H -29.22478 21.73527 0.67106 -0.430 0.044 -0.396 0.068
H -29.64584 19.08143 0.38487 -0.163 -0.040 -0.201 0.082
H -21.78516 9.28292 4.00441 0.621 0.042 0.810 0.112
H -27.73321 8.36916 1.85361 0.590 0.130 0.260 0.085
H -21.75089 16.67461 -1.51664 1.027 0.070 -0.390 0.100
H -25.91262 15.76973 0.08072 1.146 -0.016 -0.289 0.070
H -25.50158 21.64183 -1.55083 0.245 -0.068 -0.457 0.092
```
Forces are in eV/Å.

Computed properties:
Energy relative to the best compared isomer or geometry (same formula, charge and spin), eV: 7.841
Largest force on an atom, eV/A: 3.60
Molecular weight, g mol⁻¹: 1052.53
Kohn-Sham gap, eV: 8.36